No. 1
Density functional theory data (the ωB97M-V functional and the def2-TZVPD basis) for a 2-piece molecular cluster, FH3OP2 overall in a non-equilibrium geometry.

Properties
Energy relative to the best compared isomer or geometry (same formula, charge and spin)   99.5 kcal per mole
E_LUMO (spin up / spin down)   -2.0 / -1.1 eV
Energy   -859.47281 hartree
Gap between HOMO and LUMO (spin up / spin down)   6.22 / 7.75 eV

Each line ends with the Mulliken charge.
Geometry (Å):
1 O 0.079 -1.196 -0.061  -0.36
2 F -0.128 1.850 2.802  -0.23
3 P -0.717 -0.179 0.870  0.07
4 P 0.859 1.222 1.705  0.22
5 H 0.290 -0.658 -0.805  0.22
6 H -0.506 -1.109 1.923  0.06
7 H 1.095 0.886 -1.358  0.01

=====

No. 2
Density functional theory data (the ωB97M-V functional and the def2-TZVPD basis) for an isolated ion of composition C13H21BrNO6P2 and charge +1 in a non-equilibrium geometry.

Properties
SMILES string   C#C[C@]1(P(O)Br)OC[C@H](CC(=O)OC(C)=O)[N@+]1(COC)P(C)C
E_LUMO   -2.8 eV
Energy   -4270.43272 hartree
Charge   +1
Gap between HOMO and LUMO   9.35 eV

Each line ends with the Mulliken charge.
Geometry (Å):
1 C -0.130 -2.845 1.678  -0.11
2 C 0.579 -1.880 1.421  -1.06
3 C 1.397 -0.562 1.137  1.23
4 P 3.214 -0.895 1.651  0.23
5 O 3.639 0.240 2.849  -0.45
6 Br 3.224 -2.895 2.684  -0.20
7 O 0.934 0.300 2.214  -0.46
8 C -0.371 0.717 1.754  -0.68
9 C -0.292 0.658 0.131  0.25
10 C -1.518 0.043 -0.660  -0.84
11 C -2.913 0.615 -0.230  0.36
12 O -3.124 1.419 0.652  -0.54
13 O -4.012 0.158 -1.012  -0.32
14 C -5.191 0.011 -0.210  0.63
15 C -5.442 -1.366 0.519  -0.85
16 O -5.981 0.917 -0.145  -0.43
17 N 1.094 0.092 -0.169  0.61
18 C 1.955 1.242 -0.653  -0.92
19 O 2.539 2.025 0.380  -0.33
20 C 1.918 3.326 0.525  -0.47
21 P 1.166 -1.095 -1.546  0.39
22 C 0.927 -0.274 -3.224  -1.06
23 C 2.838 -1.962 -1.646  -1.01
24 H -0.817 -3.551 2.219  0.40
25 H 4.534 0.544 2.592  0.36
26 H -1.280 0.157 2.156  0.35
27 H -0.642 1.797 1.972  0.40
28 H -0.394 1.766 -0.112  0.29
29 H -1.555 -1.088 -0.603  0.42
30 H -1.380 0.333 -1.757  0.20
31 H -5.503 -1.192 1.630  0.28
32 H -4.659 -2.147 0.245  0.29
33 H -6.442 -1.805 0.194  0.31
34 H 2.812 0.843 -1.292  0.27
35 H 1.385 1.953 -1.336  0.66
36 H 0.869 3.232 0.929  0.15
37 H 2.533 3.881 1.308  0.29
38 H 2.008 3.931 -0.425  0.29
39 H 0.898 0.853 -3.221  0.30
40 H -0.091 -0.614 -3.612  0.34
41 H 1.680 -0.692 -3.969  0.39
42 H 3.605 -1.245 -1.189  0.33
43 H 2.871 -2.927 -1.060  0.31
44 H 3.150 -2.077 -2.730  0.40

=====

No. 3
Density functional theory data (the ωB97M-V functional and the def2-TZVPD basis) for a 2-piece molecular cluster, C17H23N5O4 overall in a non-equilibrium geometry.

Properties
Energy relative to the best compared isomer or geometry (same formula, charge and spin)   0.0 kcal per mole
SMILES string   CNC(=O)[C@H](Cc1ccc(O)cc1)NC(C)=O.Cc1nc(=O)c(C)n[nH]1
E_LUMO   0.6 eV
Energy   -1236.36706 hartree
Gap between HOMO and LUMO   8.88 eV

Each line ends with the Mulliken charge.
Geometry (Å):
1 C -0.055 6.000 -1.135  -0.96
2 N -0.321 4.562 -1.115  -0.07
3 C 0.570 3.641 -0.722  -0.23
4 O 1.689 3.952 -0.335  -0.68
5 C 0.106 2.174 -0.745  0.13
6 C -0.683 1.853 0.543  -1.02
7 C -1.953 1.040 0.349  0.27
8 C -2.906 1.420 -0.621  0.08
9 C -4.081 0.667 -0.791  -0.94
10 C -4.324 -0.456 0.025  0.93
11 O -5.466 -1.172 -0.143  -0.56
12 C -3.387 -0.825 1.012  -0.75
13 C -2.206 -0.074 1.171  -0.34
14 N 1.228 1.239 -0.929  0.03
15 C 1.265 0.125 -1.661  0.58
16 C 0.010 -0.365 -2.358  -0.92
17 O 2.310 -0.494 -1.809  -0.72
18 H -0.974 6.555 -1.330  0.35
19 H 0.678 6.227 -1.911  0.30
20 H 0.356 6.313 -0.173  0.30
21 H -1.234 4.247 -1.401  0.27
22 H -0.560 2.086 -1.599  0.42
23 H -0.983 2.787 1.021  0.56
24 H -0.023 1.345 1.248  0.30
25 H -2.745 2.289 -1.240  0.25
26 H -4.810 0.939 -1.539  0.43
27 H -5.513 -1.916 0.457  0.28
28 H -3.565 -1.682 1.641  0.27
29 H -1.480 -0.364 1.919  0.32
30 H 2.096 1.482 -0.476  0.27
31 H 0.235 -1.303 -2.861  0.34
32 H -0.765 -0.537 -1.614  0.11
33 H -0.316 0.371 -3.087  0.36
34 C 4.733 -2.184 2.459  -1.15
35 C 3.469 -2.696 1.850  0.59
36 N 2.527 -1.847 1.545  -0.39
37 C 1.389 -2.383 0.953  0.59
38 O 0.461 -1.618 0.727  -0.41
39 C 1.255 -3.841 0.686  0.46
40 C 0.021 -4.400 0.028  -0.99
41 N 2.226 -4.661 1.045  -0.80
42 N 3.324 -4.074 1.632  0.11
43 H 4.905 -2.662 3.426  0.34
44 H 5.577 -2.398 1.798  0.32
45 H 4.670 -1.101 2.606  0.31
46 H -0.114 -3.940 -0.956  0.22
47 H 0.104 -5.484 -0.096  0.37
48 H -0.859 -4.179 0.638  0.22
49 H 4.121 -4.662 1.868  0.25

=====

No. 4
Density functional theory data (the ωB97M-V functional and the def2-TZVPD basis) for C4H8NS as an isolated structure in a non-equilibrium geometry.

Properties
Energy relative to the best compared isomer or geometry (same formula, charge and spin)   51.4 kcal per mole
E_LUMO   -4.0 eV
Energy   -609.78805 hartree
Charge   +1
Gap between HOMO and LUMO   9.78 eV

Each line ends with the Mulliken charge.
Geometry (Å):
1 C 1.517 -1.902 0.549  -0.71
2 C 1.433 -0.708 -0.013  -0.12
3 C -1.296 1.643 -0.222  -0.48
4 C 0.339 0.259 0.239  -0.11
5 N -1.020 0.261 -0.664  -0.18
6 S 0.404 2.055 0.250  0.04
7 H 2.230 -2.618 0.259  0.31
8 H 0.713 -2.208 1.227  0.23
9 H 2.126 -0.566 -0.806  0.36
10 H -1.702 2.356 -0.980  0.36
11 H -1.933 1.638 0.647  0.30
12 H -0.230 0.018 1.530  0.29
13 H -1.647 -0.500 -0.350  0.36
14 H -0.935 0.272 -1.665  0.34

=====

No. 5
Density functional theory data (the ωB97M-V functional and the def2-TZVPD basis) for a 2-piece molecular cluster, C4H9NO4 overall in a non-equilibrium geometry.

Properties
Energy relative to the best compared isomer or geometry (same formula, charge and spin)   59.1 kcal per mole
SMILES string   CCC(=O)O.NOC=O
E_LUMO   0.8 eV
Energy   -513.48335 hartree
Gap between HOMO and LUMO   11.15 eV

Each line ends with the Mulliken charge.
Geometry (Å):
1 C -1.672 -1.343 -0.172  -1.28
2 C -1.457 0.005 0.480  -0.06
3 C -0.585 1.006 -0.346  0.34
4 O -0.031 1.942 0.173  -0.63
5 O -0.654 0.906 -1.677  -0.43
6 H -2.062 -2.050 0.553  0.34
7 H -2.363 -1.292 -1.014  0.39
8 H -0.695 -1.734 -0.523  0.31
9 H -2.403 0.531 0.636  0.38
10 H -0.958 -0.099 1.442  0.24
11 H -1.023 0.054 -1.955  0.38
12 N 2.249 0.833 1.518  -0.44
13 O 1.688 -0.284 0.856  -0.14
14 C 1.773 -0.366 -0.464  0.20
15 O 1.281 -1.274 -1.079  -0.52
16 H 1.504 1.535 1.570  0.32
17 H 2.995 1.216 0.930  0.27
18 H 2.412 0.413 -0.928  0.32

=====

No. 6
Density functional theory data (the ωB97M-V functional and the def2-TZVPD basis) for a 2-piece molecular cluster, C2Cl2F2O2S2 overall in a non-equilibrium geometry.

Properties
E_LUMO (spin up / spin down)   -0.4 / -2.4 eV
Expectation value of S²   2.008
Energy   -2142.96644 hartree
Multiplicity   3
Gap between HOMO and LUMO (spin up / spin down)   6.58 / 7.24 eV

Each line ends with the Mulliken spin population.
Geometry (Å):
1 C -1.535 0.056 -1.386  0.01
2 C 1.627 -0.333 1.522  0.77
3 O -0.068 -1.640 0.138  0.38
4 O -0.642 1.466 0.373  0.02
5 F -0.341 0.171 -1.919  0.00
6 F 2.661 0.527 1.614  0.05
7 S 1.211 -0.981 0.051  0.64
8 S -1.837 0.781 0.020  0.01
9 Cl -2.761 -0.526 -2.461  0.00
10 Cl 0.746 -0.476 2.895  0.13

=====

- Which value of energy does entry 2 give?
  -4270.43272 hartree

=====

- Look up the energy of the third one.
  -1236.36706 hartree

=====

- Among the records above, which one has the lowest energy?
  C13H21BrNO6P2